Molecular formula: C4H3NO4S2
Method: DFT, the ωB97M-V functional and the def2-TZVPD basis

Summary:
Maximum force, Eh/bohr: 0.07674
Electronic energy, eV: -35540.6010
Kohn-Sham gap, eV: 9.82
Energy above the lowest of the compared OMol25 structures with the same formula, charge and spin, kJ/mol: 200.4

The geometry in XYZ format:
```
14
Properties=species:S:1:pos:R:3:forces:R:3
C -2.122 0.260 0.309 -1.47 -1.35 -0.25
C -1.255 1.310 -0.114 0.65 -0.60 0.25
C -1.380 -0.885 0.408 1.22 0.09 0.76
C -0.001 0.794 -0.166 -0.06 0.05 0.30
N 1.649 -1.817 -1.708 0.14 0.49 -1.39
O 1.601 -2.218 0.806 0.67 -0.43 2.28
O 1.986 2.461 0.251 0.04 -0.10 0.71
O 2.422 0.011 0.022 0.01 -1.60 1.64
O -0.003 -0.520 0.133 -3.81 0.55 0.86
S 1.739 -1.438 -0.352 1.03 -1.53 -1.44
S 1.679 1.308 -0.563 -0.61 2.51 -2.67
H -3.267 0.352 0.417 2.29 -0.29 -0.03
H -1.595 2.288 -0.294 0.06 1.04 -0.22
H -1.453 -1.906 0.852 -0.17 1.17 -0.81
```
Forces are in eV/Å.